Record 1
ORCA calculation (wB97M-V/def2-TZVPD) on 2 unconnected molecules or ions with the total composition C4H11FO2Si in a non-equilibrium geometry.

The calculation puts the relative energy (zero: lowest compared OMol25 entry of this formula, charge and spin) at 3.243 eV. Its HOMO energy (spin up / spin down) is -7.6 / -7.6 eV. Its spin multiplicity is 1. As for the max |F|: 5.42 eV/Å.

Atoms and positions in Å:
C -1.02508 1.52167 -0.48481
C -0.46080 0.68901 1.73137
C 1.50124 1.22476 -0.01558
C 0.00727 0.82868 0.33612
O -0.41996 -2.93790 0.53008
O 0.96507 -2.46018 -1.68861
F -1.61619 -2.38307 -1.77073
Si -0.34091 -2.06061 -0.83734
H -1.22108 2.57369 -0.08897
H -0.80747 1.59046 -1.57357
H -2.04839 1.20693 -0.26333
H -0.75299 1.67299 2.01496
H 0.48799 0.33288 2.30633
H -1.19076 -0.00900 1.69207
H 2.20860 0.28745 0.25141
H 1.50024 1.29436 -1.10954
H 1.78188 2.06688 0.59156
H 0.24479 -3.63220 0.81732
H 1.18654 -1.80679 -2.43873

Cartesian forces, eV/Å:
-0.708 1.620 -0.199
5.418 0.223 0.168
-1.074 -4.157 0.618
0.905 -0.172 -2.089
1.060 -1.605 0.761
1.679 1.237 -2.388
-0.022 0.051 0.258
-0.672 1.791 0.976
1.028 -0.468 -0.468
-0.342 -0.131 0.785
0.134 -0.926 -0.518
-0.511 0.727 0.879
-2.054 0.513 -0.299
-2.517 -2.004 0.734
-1.478 2.249 -0.431
0.505 0.672 0.390
0.359 0.649 -0.181
-1.222 1.408 -0.790
-0.487 -1.676 1.795

***

Record 2
ORCA calculation (wB97M-V/def2-TZVPD) on 2 unconnected molecules or ions with the total composition C4H11FO2Si in a non-equilibrium geometry.

Its HOMO energy (spin up / spin down) is -5.7 / -10.3 eV. Its spin multiplicity is 3. As for the max |F|: 4.43 eV/Å.

Atoms and positions in Å:
C -0.78015 1.18855 -0.65422
C 1.49261 0.16921 -1.15430
C -0.53949 -1.25888 -1.04191
C 0.14872 -0.02099 -0.51059
O -1.96155 0.77391 2.54065
O 1.30842 0.50499 2.34665
F 0.45661 -1.88062 1.67037
Si 0.35559 -0.28184 1.36546
H -0.36193 2.10707 -0.35154
H -0.95653 1.26369 -1.78932
H -1.68902 1.06588 -0.20546
H 2.17533 -0.73625 -1.12022
H 1.99438 1.06951 -0.70904
H 1.42483 0.20334 -2.23895
H 0.27534 -2.14163 -1.06107
H -1.36095 -1.47646 -0.36988
H -0.62744 -1.04553 -2.14620
H -2.66918 0.15183 2.16575
H 1.31440 0.34421 3.26383

Cartesian forces, eV/Å:
1.969 -0.709 -3.909
1.553 -0.215 -0.217
3.260 -1.305 -1.071
0.904 0.111 1.219
-1.571 -0.546 -0.208
2.084 1.503 -0.955
0.704 -0.063 -0.198
-3.354 -1.823 -0.377
0.680 1.100 0.511
0.016 0.170 1.422
-2.423 -0.486 1.271
-0.698 0.881 0.879
-0.116 -0.796 -0.799
-0.296 0.890 -0.408
-2.055 1.636 0.447
-0.660 -0.501 -0.766
-1.120 -0.416 1.060
1.129 0.868 0.542
-0.006 -0.299 1.557

***

Record 3
ORCA calculation (wB97M-V/def2-TZVPD) on 2 unconnected molecules or ions with the total composition C4H11INO in a non-equilibrium geometry.

As for the total charge: +1. The calculation puts the relative energy (zero: lowest compared OMol25 entry of this formula, charge and spin) at 1.377 eV. Its HOMO energy is -13.2 eV. Its spin multiplicity is 1. As for the max |F|: 5.46 eV/Å.

Atoms and positions in Å:
C -0.80050 -1.99335 0.15991
C 1.88834 0.36515 -1.34675
C -1.21366 -1.00385 1.25867
C 0.07234 1.41665 -0.14846
N 1.30197 1.40990 -0.59526
O -0.33306 2.36598 0.66873
I -3.05812 0.08966 0.89356
H -0.98318 -1.57441 -0.75632
H 0.25644 -2.40646 0.28155
H -1.52234 -2.83496 0.24536
H 2.73023 0.09449 -0.72477
H 1.28477 -0.49535 -1.48783
H 2.25904 0.76818 -2.42493
H -1.44506 -1.50793 2.27051
H -0.55913 -0.13405 1.50459
H -0.64986 0.68592 -0.49605
H 1.91702 2.33419 -0.38889
H -1.14524 2.42026 1.08639

Cartesian forces, eV/Å:
0.137 -1.469 3.018
2.524 0.890 -2.838
-0.109 -0.067 2.355
-0.233 1.214 0.382
-1.007 4.231 1.692
4.967 -0.118 -2.255
0.104 -0.300 -0.212
-0.013 0.961 -2.579
-1.390 0.707 -0.112
0.662 0.322 -0.169
0.589 -0.487 -0.452
-0.910 -0.495 -0.002
-0.822 -0.988 2.649
0.569 0.692 -1.732
-0.049 -1.140 -0.256
0.129 -0.229 0.073
-1.814 -2.946 -0.369
-3.334 -0.777 0.808

***

Record 4
ORCA calculation (wB97M-V/def2-TZVPD) on C4H11ISi in the gas phase in a non-equilibrium geometry.

The calculation puts the relative energy (zero: lowest compared OMol25 entry of this formula, charge and spin) at 1.170 eV. Its HOMO energy is -9.3 eV. Its spin multiplicity is 1. As for the max |F|: 4.08 eV/Å. As for the SMILES: CC(C)[Si@@H](C)I.

Atoms and positions in Å:
C -1.49504 0.47930 0.55825
C -0.02498 0.85223 0.40705
C 0.15810 1.80178 -0.81467
Si 1.18043 -0.57786 0.54097
C 0.23235 -2.33952 -0.51501
I 3.44221 -0.04878 -0.07402
H -1.80846 -0.38371 -0.10813
H -1.75156 0.30589 1.59925
H -2.12640 1.35809 0.23037
H 0.12643 1.42624 1.26624
H 1.12514 1.76180 -1.09612
H -0.18917 2.84087 -0.84181
H -0.34350 1.34678 -1.64177
H 1.27105 -1.01038 1.99031
H 1.01980 -3.11606 -0.48124
H -0.43438 -2.53918 0.37932
H -0.38201 -2.15749 -1.39900

Cartesian forces, eV/Å:
-1.236 -0.173 -1.321
-0.681 0.978 -1.285
-2.213 -0.992 0.539
-2.110 -2.565 -0.953
1.044 1.858 3.477
0.338 0.111 -0.219
0.312 0.856 0.920
-0.118 -0.437 0.029
0.627 -0.846 0.341
0.850 1.084 1.589
3.468 0.423 -0.929
-0.049 -0.238 0.952
-0.589 -0.444 -0.724
-0.081 0.102 -0.634
-0.620 0.380 -0.698
0.431 -0.022 -1.109
0.628 -0.076 0.025

***

The highest max |F| belongs to which entry? C4H11INO

***

Which value of max |F| does entry 1 give? 5.42 eV/Å

***

Look up the max |F| of the fourth one. 4.08 eV/Å